Here is a single C8H6S4 molecule in a non-equilibrium geometry from the Open Molecules 2025 dataset. Energies are from ωB97M-V/def2-TZVPD.

Output
Gap between HOMO and LUMO, eV: 7.78
SMILES: c1csc(SSc2cccs2)c1
Relative energy (zero: lowest compared OMol25 entry of this formula, charge and spin), kcal/mol: 3.09
Net charge: 0
Spin multiplicity: 1
HOMO, eV: -8.30

Geometry as XYZ:
```
18
Properties=species:S:1:pos:R:3:nbo_charge:R:1
C -2.300 2.001 -0.272 -0.267
C -3.425 1.448 0.311 -0.404
S -3.347 -0.246 0.243 0.519
C -1.832 -0.267 -0.562 -0.514
S -0.920 -1.689 -0.641 0.181
S 0.687 -1.483 0.865 0.181
C 1.792 -0.292 0.426 -0.511
C 1.684 0.987 0.920 -0.191
C 2.573 1.948 0.330 -0.285
C 3.472 1.236 -0.457 -0.426
S 3.297 -0.404 -0.443 0.526
C -1.397 1.100 -0.853 -0.214
H -2.253 3.061 -0.365 0.222
H -4.147 1.867 0.853 0.222
H 0.922 1.273 1.612 0.230
H 2.664 2.999 0.774 0.242
H 4.385 1.535 -0.934 0.238
H -0.447 1.445 -1.385 0.249
```


Here is a 2-piece molecular cluster, H4O2 overall in a non-equilibrium geometry from the Open Molecules 2025 dataset. Energies are from ωB97M-V/def2-TZVPD.

Output
Gap between HOMO and LUMO, eV: 11.60
SMILES: O.O
Relative energy (zero: lowest compared OMol25 entry of this formula, charge and spin), kcal/mol: 3.90
Net charge: 0
Spin multiplicity: 1
HOMO, eV: -10.85

Geometry as XYZ:
```
6
Properties=species:S:1:pos:R:3:nbo_charge:R:1
O 0.596 -1.034 0.977 -0.968
H 0.276 -1.856 0.751 0.456
H 0.287 -0.424 0.287 0.482
O -0.372 0.771 -0.769 -0.950
H 0.182 1.457 -1.135 0.492
H -0.969 1.086 -0.111 0.488
```


Here is C3H5NOS2 as an isolated structure in a non-equilibrium geometry from the Open Molecules 2025 dataset. Energies are from ωB97M-V/def2-TZVPD.

Output
Gap between HOMO and LUMO, eV: 8.26
Relative energy (zero: lowest compared OMol25 entry of this formula, charge and spin), kcal/mol: 64.97
Net charge: 0
Spin multiplicity: 1
HOMO, eV: -8.13

Geometry as XYZ:
```
12
Properties=species:S:1:pos:R:3:nbo_charge:R:1
C 0.508 1.523 -0.193 -0.031
C -0.024 -0.610 0.783 -0.224
C 0.115 -1.176 -0.688 -0.636
N 0.674 0.668 0.833 -0.625
O -2.101 0.186 -1.172 -0.938
S 0.975 3.033 -0.578 -0.012
S -0.692 0.187 -1.604 1.143
H -1.088 -0.298 0.864 0.228
H 0.465 -1.169 1.430 0.205
H 1.107 -1.440 -0.931 0.239
H -0.607 -1.951 -0.539 0.243
H 0.667 1.047 1.794 0.407
```


Here is C19H16BeN7O2S2 as an isolated structure in a non-equilibrium geometry from the Open Molecules 2025 dataset. Energies are from ωB97M-V/def2-TZVPD.

Output
Gap between HOMO and LUMO, eV: 7.42
Net charge: +1
Spin multiplicity: 1
HOMO, eV: -11.36

Geometry as XYZ:
```
47
Properties=species:S:1:pos:R:3:nbo_charge:R:1
Be 11.980 10.326 9.398 1.652
N 15.434 8.822 8.463 -0.312
C 14.397 9.460 7.936 0.262
N 13.595 9.830 8.917 -0.690
C 14.236 9.354 10.059 0.308
N 15.368 8.750 9.809 -0.198
C 13.509 9.522 11.303 0.131
C 13.960 9.132 12.565 0.061
N 13.231 9.438 13.640 -0.316
C 12.062 10.027 13.466 0.020
C 11.568 10.335 12.200 0.033
N 12.347 10.139 11.122 -0.590
H 16.229 8.443 7.968 0.444
H 14.253 9.577 6.861 0.250
H 14.874 8.570 12.684 0.237
H 11.453 10.268 14.328 0.227
H 10.550 10.696 12.077 0.255
N 11.744 12.061 9.191 -0.993
C 11.037 12.603 8.041 0.186
C 10.034 13.534 8.267 -0.243
C 9.277 14.027 7.240 -0.176
C 9.583 13.598 5.957 -0.187
C 10.569 12.676 5.708 -0.176
C 11.298 12.140 6.760 -0.246
H 11.222 12.292 10.048 0.418
H 12.631 12.526 9.315 0.407
H 9.828 13.863 9.284 0.217
H 8.529 14.781 7.388 0.231
H 9.070 14.084 5.156 0.224
H 10.837 12.423 4.685 0.227
H 12.060 11.380 6.594 0.203
O 8.774 10.658 7.722 -0.905
S 9.119 10.115 9.004 2.308
O 9.005 10.992 10.156 -0.958
N 10.638 9.434 8.973 -1.122
C 10.595 8.084 9.109 0.090
S 11.868 7.058 9.332 -0.148
C 9.203 7.571 9.152 -0.039
C 8.763 6.235 9.165 -0.175
C 7.409 6.000 9.204 -0.185
C 6.531 7.074 9.213 -0.175
C 6.937 8.378 9.206 -0.166
C 8.290 8.603 9.179 -0.352
H 9.475 5.408 9.157 0.250
H 7.044 4.961 9.259 0.238
H 5.458 6.900 9.265 0.231
H 6.242 9.198 9.151 0.241
```